DFT (wB97M-V/def2-TZVPD) results for the ion C5H13N2 with charge +1 in a non-equilibrium geometry.

Properties
- E_HOMO: -12.0 eV
- Orbital gap: 8.49 eV
- Max |F|: 0.059 Eh/bohr
- DFT total energy: -8367.7174 eV
- Structure (SMILES): CN/C=C/CC[NH3+]
- M: 101.17 g mol⁻¹
- ΔE to the lowest compared entry with this formula, charge and spin: 298.4 kJ/mol
- Net charge: +1

The geometry in XYZ format:
```
20
C5H13N2 | the OMol25 dataset | wB97M-V/def2-TZVPD
C 0.426 1.452 -1.696
C -0.876 0.610 -1.638
C -1.000 -0.061 -0.217
C -0.195 -1.096 0.101
N -0.434 -1.970 1.152
C 0.380 -1.927 2.376
N 0.727 2.102 -0.360
H 1.200 0.702 -1.808
H 0.360 2.097 -2.562
H -1.833 1.099 -1.781
H -0.673 -0.227 -2.290
H -1.931 0.216 0.264
H 0.739 -1.114 -0.452
H -0.887 -2.853 1.063
H 0.427 -0.938 2.839
H -0.066 -2.677 3.008
H 1.453 -2.108 2.142
H 1.533 2.718 -0.300
H 0.777 1.352 0.340
H -0.131 2.624 -0.182
```